1.
C34H35BCsN14O6S | ωB97M-V with the def2-TZVPD basis set

Structure (XYZ):
```
92
Properties=species:S:1:pos:R:3:forces:R:3
Cs -0.5654 -1.2151 -1.5032 -0.58 1.02 1.33
C 0.6219 2.7705 -4.5727 0.01 0.02 -0.01
C -0.0883 1.6282 -4.1615 0.00 -0.01 0.01
N -0.5489 1.7658 -2.9316 -0.01 0.00 -0.02
N -0.1546 2.9969 -2.5209 -0.08 -0.04 -0.03
C 0.5608 3.6133 -3.4892 0.05 0.00 0.02
B -0.3004 3.3601 -1.0431 0.00 0.05 0.00
N 0.9831 3.0010 -0.2778 -0.01 -0.03 0.02
C 1.5598 3.6684 0.7423 0.01 0.03 0.00
C 2.7087 2.9942 1.0936 -0.01 0.02 0.01
C 2.7426 1.9030 0.2050 0.01 -0.04 0.01
N 1.7010 1.9102 -0.6079 -0.01 0.00 -0.02
N -1.5191 2.5919 -0.4876 0.09 -0.12 0.09
C -2.7524 2.5835 -1.0250 -0.02 0.06 -0.06
C -3.5043 1.6303 -0.3774 0.00 -0.05 -0.05
C -2.6051 1.0804 0.5474 0.16 -0.03 0.16
N -1.4140 1.6658 0.4868 -0.07 0.05 0.03
N -0.5747 4.8736 -0.8106 -0.01 0.02 0.02
C -1.4376 5.4130 0.0778 0.00 -0.01 -0.02
C -1.2264 6.7739 0.1071 -0.01 0.00 0.00
C -0.1853 6.9707 -0.8162 0.01 0.01 -0.01
N 0.2047 5.8268 -1.3556 0.02 0.00 0.00
H 1.1226 2.9404 -5.5102 0.00 0.00 -0.01
H -0.2625 0.7074 -4.6973 0.00 -0.01 -0.01
H 0.9764 4.5908 -3.3164 -0.01 0.00 -0.01
H 1.1338 4.5858 1.1157 0.00 0.00 0.01
H 3.4248 3.2662 1.8511 0.00 0.00 0.00
H 3.4760 1.1141 0.1231 0.00 -0.01 0.01
H -2.9922 3.2347 -1.8492 0.00 0.00 -0.02
H -4.5224 1.3407 -0.5711 -0.01 0.00 0.00
H -2.7354 0.2555 1.2273 -0.15 -0.01 0.07
H -2.1347 4.7937 0.6161 -0.01 0.00 0.00
H -1.7494 7.5072 0.6969 0.00 0.00 0.00
H 0.2946 7.8910 -1.1122 0.00 0.01 0.00
N -2.0937 -2.7932 1.4116 -0.11 0.04 0.07
C -2.9527 -2.2373 2.4402 0.12 0.01 0.01
C -2.9835 -3.0293 3.7653 0.05 -0.02 0.01
C -3.5530 -2.2528 4.9538 -0.08 -0.02 0.02
C -2.5903 -1.2961 5.6586 0.01 -0.01 0.04
N -1.8768 -0.3306 4.8338 -0.07 0.03 -0.05
C -2.4753 0.7122 4.1813 0.07 -0.10 0.09
N -1.6149 1.7264 3.8106 -0.05 0.04 -0.16
N -3.7467 0.7086 3.9523 0.12 0.08 0.02
C -4.3770 -2.1363 1.9156 -0.16 0.11 0.11
O -5.0981 -1.1113 2.3820 -0.06 -0.29 -0.23
O -4.8606 -2.9592 1.1838 0.02 -0.06 -0.08
H -2.5532 -3.5482 0.9161 -0.05 -0.03 0.05
H -1.2282 -3.1297 1.8147 0.08 -0.02 -0.17
H -2.6045 -1.2345 2.6756 0.07 0.03 -0.07
H -1.9579 -3.3510 3.9776 0.01 0.06 0.05
H -3.5664 -3.9407 3.6056 0.02 -0.01 -0.02
H -3.8760 -2.9607 5.7239 0.03 -0.01 -0.01
H -4.4505 -1.7114 4.6573 0.02 -0.03 0.04
H -1.8112 -1.8910 6.1409 0.00 0.02 0.01
H -3.1408 -0.7747 6.4496 -0.02 0.01 -0.02
H -0.8995 -0.2177 5.0400 -0.01 -0.05 -0.07
H -0.6386 1.4755 3.8153 0.09 0.01 0.02
H -1.8444 2.1507 2.9170 0.00 -0.03 0.01
H -4.5584 -0.5308 2.9728 0.06 0.25 0.14
H -4.0045 1.5678 3.4727 -0.02 -0.04 0.01
S 3.5162 -1.6475 2.4841 0.01 -0.08 -0.04
C 2.5850 -0.2978 2.9890 -0.09 0.08 -0.05
C 1.4168 -0.1853 2.2901 0.12 0.04 0.10
C 1.3094 -1.2561 1.3912 -0.07 -0.01 -0.14
C 2.3310 -2.1257 1.2982 0.03 0.00 0.08
C 2.5093 -3.2147 0.3269 0.07 0.03 0.00
C 3.7599 -3.7258 0.0097 -0.02 0.01 -0.06
C 3.8512 -4.6535 -1.0192 0.01 0.00 0.01
C 2.7012 -5.0418 -1.6786 -0.01 0.00 -0.02
C 1.4898 -4.4991 -1.2655 -0.01 0.04 -0.04
N 1.3888 -3.6040 -0.2899 -0.08 -0.07 0.12
H 2.9870 0.3886 3.7181 0.00 -0.01 0.00
H 0.7437 0.6557 2.3110 -0.11 0.07 0.05
H 4.6487 -3.3596 0.5074 -0.01 0.01 0.01
H 4.8181 -5.0323 -1.3249 0.00 0.00 0.00
H 2.7165 -5.7056 -2.5309 0.00 0.01 -0.01
H 0.5779 -4.7612 -1.7876 -0.01 -0.02 0.01
O 4.6292 -2.7838 -7.0025 -0.01 -0.04 0.00
C 4.8737 -1.9815 -6.0802 0.03 0.00 -0.01
O 5.9232 -1.3464 -5.8394 0.02 0.05 0.00
C 3.7190 -1.7384 -5.0807 -0.04 0.01 0.02
C 3.7317 -0.6427 -4.2250 0.08 -0.04 0.08
C 2.6986 -0.4747 -3.3191 0.05 0.08 0.01
N 1.6612 -1.3082 -3.2219 0.44 -0.13 -0.53
C 1.6336 -2.3574 -4.0550 0.03 -0.01 0.01
C 2.6390 -2.6055 -4.9816 0.00 -0.04 -0.05
C 0.4354 -3.3023 -3.9215 0.01 -0.20 -0.11
O 0.6379 -4.5031 -4.1767 0.00 -0.01 -0.06
O -0.6388 -2.7804 -3.5096 0.06 -0.66 -0.79
H 4.5645 0.0463 -4.2681 0.00 0.01 0.00
H 2.6806 0.3758 -2.6424 0.00 0.01 0.01
H 2.5798 -3.4703 -5.6268 0.00 0.00 0.01
```
Forces are in eV/Å.

Results
- orbital gap (spin up / spin down) (hartree) = 0.2141 / 0.2042
- total charge = -2
- spin multiplicity = 2
- ΔE to the lowest compared entry with this formula, charge and spin (kJ/mol) = 80.7

=====

2.
C5H9NO | ωB97M-V with the def2-TZVPD basis set

Structure (XYZ):
```
16
Properties=species:S:1:pos:R:3:forces:R:3
C -1.3736 -1.1628 -0.3406 -2.00 -1.45 -3.70
C -2.1035 0.8726 0.0785 -4.14 1.05 0.97
C 0.1941 0.1619 -0.0852 1.73 1.44 -0.39
C 1.1507 0.2495 -1.3501 -2.63 -3.38 0.90
C 0.7437 -0.2657 1.2529 0.27 1.28 -1.11
N -2.4240 -0.5232 -0.1204 1.44 0.58 1.95
O -0.7338 1.1758 -0.0775 -0.28 0.50 -0.25
H -1.2725 -2.1959 -0.5250 0.71 -1.32 0.54
H -2.8130 1.4838 -0.6300 1.96 -0.61 1.03
H -2.5905 1.0527 1.1742 1.71 0.22 -2.16
H 1.7568 -0.6529 -1.4572 0.76 0.35 0.92
H 1.6170 1.1552 -1.2904 1.86 2.23 0.24
H 0.7384 0.1821 -2.3595 -1.27 0.47 0.32
H 1.4116 -1.1433 0.9569 -1.32 0.44 1.52
H -0.1458 -0.1802 1.9857 1.77 -1.18 -0.78
H 1.4801 0.5426 1.5563 -0.58 -0.61 0.00
```
Forces are in eV/Å.

Results
- orbital gap (spin up / spin down) (hartree) = 0.1976 / 0.2879
- spin multiplicity = 3
- ΔE to the lowest compared entry with this formula, charge and spin (kJ/mol) = 299.0

=====

3.
C4H5LiO2Tm | ωB97M-V with the def2-TZVPD basis set

Structure (XYZ):
```
13
Properties=species:S:1:pos:R:3:forces:R:3
H -1.2976 0.2737 -0.5890 -0.51 0.75 -1.06
C 0.4599 -0.0306 0.2964 -0.60 -6.17 0.92
C 1.3896 0.6391 1.2543 -1.25 0.68 0.10
C 2.0376 1.7301 0.4014 0.51 2.11 -0.40
C 1.6367 1.4876 -1.0121 -0.87 -4.61 3.23
O 0.9969 0.3285 -1.0062 1.06 4.10 -3.95
O -0.0209 -1.1792 0.3241 1.42 2.59 0.73
Tm -2.1080 -1.8393 -0.7348 0.17 0.28 0.69
Li -0.2933 1.1436 -2.7074 -0.55 0.09 -0.24
H 2.0897 -0.1207 1.6274 -0.09 -0.08 -0.16
H 0.8336 1.0290 2.1170 0.30 0.10 -0.01
H 3.1385 1.7597 0.4155 0.14 0.12 0.07
H 1.7218 2.7529 0.6664 0.26 0.04 0.09
```
Forces are in eV/Å.

Results
- orbital gap (spin up / spin down) (hartree) = 0.2480 / 0.1537
- total charge = +3
- spin multiplicity = 3
- ΔE to the lowest compared entry with this formula, charge and spin (kJ/mol) = 435.4